Entry 1:
The following is a DFT calculation (ωB97M-V with the def2-TZVPD basis set) of C44H35Br2N14O4RbS3Se as an isolated structure in a non-equilibrium geometry.

Calculated values
energy relative to the best compared isomer or geometry (same formula, charge and spin) = 22.6 kcal/mol
HOMO-LUMO gap (spin up / spin down) = 5.86 / 3.64 eV
LUMO (spin up / spin down) = 2.94 / 2.82 eV

Geometry as ORCA input:
```
! wB97M-V def2-TZVPD RIJCOSX def2/J DEFGRID3
* xyz -2 1
Rb 0.177 0.169 -0.245
N -2.226 -0.548 -4.616
C -2.140 -0.593 -3.271
N -0.967 -0.169 -2.900
C -0.332 0.121 -4.067
N -1.074 -0.094 -5.140
C 1.051 0.599 -4.121
C 1.566 1.214 -5.261
N 2.821 1.632 -5.335
C 3.579 1.425 -4.259
C 3.077 0.809 -3.122
N 1.818 0.397 -3.044
H -2.969 -0.835 -5.227
H -2.928 -0.938 -2.620
H 0.938 1.364 -6.132
H 4.605 1.767 -4.312
H 3.700 0.636 -2.250
C -0.512 2.391 2.463
O -1.335 1.461 1.774
C -2.638 1.455 2.065
C -3.276 2.433 2.805
C -4.654 2.366 2.946
Br -5.543 3.763 3.890
C -5.403 1.380 2.369
C -4.766 0.379 1.618
C -3.376 0.399 1.484
O -2.688 -0.544 0.767
C -5.644 -0.588 0.962
N -6.948 -0.591 1.137
C -7.440 -1.542 0.281
C -8.750 -1.955 0.045
C -8.963 -2.922 -0.920
C -7.906 -3.457 -1.664
C -6.600 -3.047 -1.458
C -6.376 -2.111 -0.453
N -5.243 -1.487 0.012
H -0.575 2.225 3.538
H -0.785 3.424 2.210
H 0.502 2.198 2.130
H -2.718 3.240 3.253
H -6.478 1.345 2.460
H -1.870 -0.769 1.300
H -9.572 -1.518 0.597
H -9.969 -3.270 -1.123
H -8.114 -4.203 -2.422
H -5.786 -3.425 -2.058
H -4.288 -1.759 -0.199
Br 8.749 4.110 -4.908
C 8.549 2.836 -3.499
C 7.545 1.883 -3.573
C 7.387 0.977 -2.544
C 8.235 0.999 -1.415
C 9.262 1.958 -1.392
C 9.409 2.877 -2.415
N 8.245 -0.029 -0.498
N 7.238 -0.578 0.045
C 6.029 0.012 0.195
C 5.767 1.399 0.070
C 4.523 1.928 0.230
C 3.357 1.119 0.480
O 2.221 1.602 0.563
C 3.613 -0.332 0.632
N 2.543 -1.122 0.826
C 2.719 -2.407 1.022
C 3.983 -3.011 1.018
C 5.081 -2.231 0.758
C 4.924 -0.848 0.555
H 6.893 1.841 -4.436
H 6.608 0.226 -2.597
H 9.917 1.979 -0.531
H 10.194 3.621 -2.369
H 6.604 2.064 -0.102
H 4.366 2.998 0.169
H 1.822 -2.997 1.190
H 4.079 -4.072 1.211
H 6.078 -2.646 0.707
S -0.523 -1.134 6.360
C -0.274 -0.765 4.716
S 1.153 0.051 4.256
S -1.424 -1.265 3.550
Se -3.415 -5.267 0.295
N -2.020 -6.221 -0.224
C -1.178 -5.372 -0.789
C 0.097 -5.709 -1.293
C 0.855 -4.701 -1.811
C 0.352 -3.380 -1.836
N -0.824 -3.013 -1.394
C -1.606 -3.984 -0.865
N -2.806 -3.737 -0.364
H 0.452 -6.728 -1.230
H 1.848 -4.902 -2.189
H 0.958 -2.579 -2.252
C -2.275 4.019 -3.295
N -3.014 3.153 -2.399
C -4.357 2.796 -2.785
C -2.362 2.508 -1.399
O -1.191 2.665 -1.127
H -2.865 4.907 -3.524
H -2.029 3.502 -4.229
H -1.351 4.307 -2.801
H -4.950 3.695 -2.961
H -4.827 2.216 -1.991
H -4.355 2.199 -3.705
H -3.029 1.841 -0.823
*
```

Entry 2:
The following is a DFT calculation (ωB97M-V with the def2-TZVPD basis set) of C4H9LiO4Sc as an isolated structure in a non-equilibrium geometry.

Calculated values
HOMO-LUMO gap = 8.03 eV
LUMO = -4.47 eV

Geometry as ORCA input:
```
! wB97M-V def2-TZVPD RIJCOSX def2/J DEFGRID3
* xyz 1 1
O -1.772 1.684 -1.366
Li -1.923 3.032 -0.127
O -0.644 2.128 1.023
C 0.598 1.858 1.515
O 1.102 0.578 1.125
C 1.329 0.306 -0.266
C 0.861 -1.132 -0.407
O -0.566 -1.175 -0.310
C -1.158 -2.454 -0.468
Sc -1.533 0.605 0.118
H 0.657 1.892 2.618
H 1.341 2.574 1.104
H 1.877 0.387 -1.440
H 1.342 1.354 -0.617
H 1.275 -1.787 0.376
H 1.159 -1.552 -1.380
H -2.240 -2.324 -0.354
H -0.928 -2.854 -1.465
H -0.776 -3.120 0.320
*
```

Entry 3:
The following is a DFT calculation (ωB97M-V with the def2-TZVPD basis set) of C12H29ClI2NOP2W as an isolated structure in a non-equilibrium geometry.

Calculated values
energy relative to the best compared isomer or geometry (same formula, charge and spin) = 0.0 kcal/mol
HOMO-LUMO gap (spin up / spin down) = 4.12 / 4.45 eV
⟨S²⟩ = 2.068
LUMO (spin up / spin down) = -12.91 / -12.61 eV

Geometry as ORCA input:
```
! wB97M-V def2-TZVPD RIJCOSX def2/J DEFGRID3
* xyz 3 3
I 1.353 -0.399 1.221
I 0.005 1.860 0.545
W -0.388 -0.637 -1.332
P 1.632 0.272 -2.273
C 2.953 1.269 -1.563
C 2.389 -1.224 -2.922
H 3.271 -0.910 -3.502
H 1.836 1.509 -4.279
H 1.686 -1.772 -3.567
H 0.309 0.549 -4.280
H 3.389 0.764 -0.692
H 2.713 -1.867 -2.088
C 0.973 1.183 -3.677
H 3.725 1.394 -2.341
H 0.425 2.067 -3.315
H 2.571 2.251 -1.261
P -2.114 -1.210 0.263
C -2.360 -0.740 1.986
C -3.609 -0.740 -0.639
H -2.135 -3.373 -0.835
H -2.912 -3.380 0.793
H -1.119 -3.367 0.654
C -2.058 -3.011 0.202
H -3.552 -1.059 -1.688
H -4.464 -1.227 -0.144
H -2.795 -1.605 2.518
H -3.065 0.104 2.036
H -3.728 0.352 -0.588
H -1.416 -0.453 2.466
Cl -1.184 -1.737 -3.132
O 0.699 0.973 3.742
C 1.059 2.077 4.183
C 0.282 2.760 5.291
C 0.935 2.465 6.631
C 2.156 3.344 6.910
C 3.289 3.242 5.888
C 2.933 3.698 4.469
N 2.163 2.717 3.721
H 0.230 3.838 5.089
H -0.728 2.343 5.262
H 0.188 2.626 7.418
H 1.218 1.403 6.677
H 1.832 4.390 6.982
H 2.556 3.058 7.889
H 4.117 3.875 6.232
H 3.673 2.216 5.853
H 2.383 4.653 4.522
H 3.863 3.886 3.915
H 2.507 2.406 2.818
*
```

Entry 4:
The following is a DFT calculation (ωB97M-V with the def2-TZVPD basis set) of C27H50BN3O6P2SeSn as an isolated structure in a non-equilibrium geometry.

Calculated values
HOMO-LUMO gap = 5.60 eV
LUMO = 4.11 eV

Geometry as ORCA input:
```
! wB97M-V def2-TZVPD RIJCOSX def2/J DEFGRID3
* xyz -2 1
Sn 0.825 -0.100 -1.418
C -3.718 1.884 -3.215
C -2.968 2.999 -2.448
C -4.057 3.876 -1.811
C -2.137 3.824 -3.426
P -1.719 2.150 -1.310
C -2.896 1.054 -0.392
N -2.258 0.151 0.559
B -0.929 -0.509 0.503
N -0.742 -0.899 1.912
C 0.462 -1.253 2.657
P 1.811 -1.858 1.518
C 1.584 -3.764 1.688
C 0.096 -3.989 1.471
C 2.360 -4.437 0.555
C 1.936 -4.331 3.050
C 3.314 -1.288 2.499
C 3.383 0.207 2.111
C 4.595 -2.035 2.052
C 3.214 -1.336 4.039
C -1.824 -0.538 2.676
C -2.011 -0.636 4.038
C -3.233 -0.187 4.511
C -4.223 0.333 3.689
C -4.019 0.458 2.324
C -2.793 0.044 1.836
C -1.028 3.395 -0.039
C -0.528 2.579 1.149
C 0.215 4.000 -0.714
C -1.895 4.512 0.468
H -4.134 2.341 -4.094
H -3.042 1.084 -3.540
H -4.548 1.513 -2.622
H -4.803 4.079 -2.575
H -4.559 3.338 -1.000
H -3.649 4.809 -1.412
H -2.777 4.251 -4.222
H -1.694 4.646 -2.891
H -1.366 3.211 -3.891
H -3.640 1.643 0.167
H -3.492 0.515 -1.171
H 0.846 -0.339 3.114
H 0.188 -1.920 3.458
H -0.355 -3.400 0.697
H -0.058 -5.029 1.243
H -0.433 -3.762 2.391
H 1.904 -4.170 -0.379
H 3.392 -4.066 0.502
H 2.349 -5.505 0.769
H 1.400 -3.787 3.852
H 1.648 -5.390 3.104
H 2.999 -4.278 3.251
H 3.471 0.322 1.029
H 2.503 0.757 2.440
H 4.236 0.629 2.609
H 4.612 -2.222 0.971
H 5.452 -1.434 2.319
H 4.648 -2.996 2.594
H 2.372 -0.729 4.391
H 3.065 -2.351 4.423
H 4.155 -0.942 4.465
H -1.262 -1.023 4.712
H -3.378 -0.200 5.567
H -5.169 0.618 4.135
H -4.798 0.866 1.712
H 0.091 1.737 0.835
H 0.054 3.259 1.763
H -1.357 2.196 1.732
H 0.824 3.218 -1.188
H -0.075 4.719 -1.494
H 0.809 4.554 0.015
H -2.883 4.156 0.758
H -1.423 4.993 1.340
H -2.055 5.262 -0.311
N 2.322 -0.507 -4.488
C 1.454 -0.522 -5.645
C 0.056 -1.082 -5.299
C -0.562 -0.398 -4.061
O -1.150 0.667 -4.238
O -0.468 -0.981 -2.918
H 3.204 -0.001 -4.609
H 2.589 -1.459 -4.209
H 1.848 -1.096 -6.479
H 1.317 0.493 -6.041
H 0.102 -2.149 -5.074
H -0.620 -0.954 -6.150
O 4.634 -3.071 -0.988
Se 3.874 -2.299 -2.195
O 4.680 -1.013 -2.738
O 2.376 -1.791 -1.560
O 3.460 -3.310 -3.409
*
```

| no. | electronic energy (Ha) |
| --- | --- |
| 1 | -11533.477310 |
| 2 | -1226.707872 |
| 3 | -2408.949911 |
| 4 | -4997.866527 |